Formula: C13H7F4O3
Source: the OMol25 dataset
Level of theory: the ωB97M-V functional and the def2-TZVPD basis

Its energy relative to the best compared isomer or geometry (same formula, charge and spin) is 12.7 kJ/mol. The calculation puts the maximum force at 2.6 eV/A. The total charge is -1. The value obtained for the HOMO-LUMO gap is 0.1900 hartree. Its HOMO energy is -3.82 eV.

```
27
Properties=species:S:1:pos:R:3:forces:R:3:mulliken_charge:R:1
F -1.03933 3.56198 2.11536 0.0 -0.1 -0.3 -0.32
C 0.10152 2.88994 1.87448 0.2 -1.0 -0.2 0.04
C 0.10040 1.53660 1.63339 -1.7 0.1 1.8 1.05
F -1.02399 0.84999 1.98553 0.8 0.6 -0.4 -0.29
C 1.33731 0.72308 1.77347 -1.1 -2.1 -1.0 0.26
O 1.30768 -0.50349 1.73940 0.5 1.7 0.6 -0.60
C 2.54169 1.50654 1.91986 1.8 1.5 0.4 0.04
F 3.70165 0.82586 1.99017 -0.5 0.3 -0.1 -0.29
C 2.54140 2.86419 2.00602 1.4 -1.6 -0.5 0.40
F 3.70351 3.53637 2.05669 -0.5 -0.3 0.1 -0.29
C 1.32323 3.66682 1.95577 -1.3 1.8 -0.2 0.41
O 1.34386 4.90700 2.01070 0.2 -1.8 0.1 -0.64
C -2.98008 -2.87563 -1.24901 0.1 0.1 0.0 -1.44
C -1.69144 -2.10942 -1.45482 0.3 -0.1 -0.3 0.96
C -0.66201 -2.69312 -2.20757 0.2 0.1 0.0 -0.42
C 0.52404 -1.97796 -2.43229 -0.5 -0.3 -0.1 -0.36
C 0.72008 -0.72358 -1.89416 -0.4 0.7 0.9 -0.56
C -0.24976 -0.13536 -0.98907 -0.4 -2.2 -0.8 -0.08
O -0.00718 0.90293 -0.29576 0.3 1.8 -0.6 -0.73
C -1.50619 -0.85229 -0.90603 0.7 0.5 0.3 -0.37
H -3.70608 -2.25704 -0.72134 -0.1 -0.1 0.0 0.34
H -3.41342 -3.18728 -2.20392 0.0 0.1 0.0 0.32
H -2.81961 -3.78852 -0.66541 0.0 0.1 0.0 0.29
H -0.79725 -3.69985 -2.60756 0.1 0.2 0.0 0.31
H 1.30418 -2.42993 -3.04595 -0.1 0.1 0.1 0.31
H 1.63473 -0.15943 -2.07159 -0.1 -0.2 0.1 0.41
H -2.28896 -0.37840 -0.31635 0.1 -0.1 0.0 0.25
```
Positions in Å, forces in eV/Å.